[1]
Density functional theory data (the ωB97M-V functional and the def2-TZVPD basis) for C22H32N6O6 in the gas phase.

Summary:
Energy above the lowest of the compared OMol25 structures with the same formula, charge and spin, kJ/mol: 10.1
Electronic energy, Eh: -1637.61932
LUMO, eV: 0.49
HOMO-LUMO gap, eV: 8.45
SMILES string: CCOC(=O)N1CCN(C(=O)Nc2ccc(NC(=O)N3CCN(C(=O)OCC)CC3)cc2)CC1

```
! RIJCOSX wB97M-V def2-TZVPD def2/J DEFGRID3
* xyz 0 1
C 2.82382 -1.29508 -9.85821
C 2.56786 -2.29290 -8.73772
O 1.40861 -1.94882 -7.98142
C 1.58727 -1.01256 -7.02442
O 2.64668 -0.49153 -6.76186
N 0.42272 -0.72414 -6.39940
C -0.81296 -1.42706 -6.69190
C -1.81092 -1.17715 -5.56025
N -1.16957 -1.35424 -4.27433
C -1.25757 -2.59975 -3.71074
O -1.84443 -3.52417 -4.23988
N -0.61592 -2.77083 -2.49935
C -0.54403 -1.88226 -1.41995
C -1.41016 -0.80030 -1.28987
C -1.31021 0.04233 -0.20092
C -0.35743 -0.17824 0.79166
N -0.33394 0.70069 1.87718
C 0.56668 0.74053 2.91316
O 1.54888 0.03039 2.98460
N 0.31540 1.71881 3.85521
C -0.99189 2.22340 4.22260
C -1.55501 1.41455 5.40163
N -0.62198 1.44408 6.50398
C -0.93744 2.13419 7.62652
O -2.02144 2.63291 7.82418
O 0.09174 2.18087 8.50079
C -0.19182 2.79032 9.75931
C -0.88985 1.82536 10.70656
C 0.70552 0.98074 6.16410
C 1.23983 1.78627 4.97429
C 0.49112 -1.27620 0.67574
C 0.39509 -2.11221 -0.41736
C -0.05430 -0.45919 -4.01216
C 0.40115 0.22021 -5.30995
H 3.67316 -1.62221 -10.45109
H 1.94949 -1.21679 -10.50012
H 3.04339 -0.31776 -9.43578
H 3.43224 -2.33427 -8.06709
H 2.35664 -3.28762 -9.13595
H -0.60619 -2.49847 -6.76522
H -1.22595 -1.09090 -7.65023
H -2.22134 -0.16537 -5.61139
H -2.62520 -1.89947 -5.62933
H -0.51204 -3.74750 -2.25609
H -2.17892 -0.63653 -2.02927
H -1.99265 0.87695 -0.11311
H -1.00669 1.44877 1.81163
H -0.87438 3.26899 4.52768
H -1.69689 2.18732 3.39330
H -1.70675 0.37405 5.09201
H -2.49942 1.83779 5.74671
H 0.78331 3.09040 10.14890
H -0.81672 3.67402 9.59434
H -1.86248 1.55427 10.30370
H -1.02840 2.30030 11.67354
H -0.29441 0.92428 10.83336
H 0.64653 -0.07606 5.88087
H 1.35836 1.08786 7.02750
H 1.35863 2.83665 5.25589
H 2.19694 1.38052 4.64692
H 1.22606 -1.46150 1.44000
H 1.05639 -2.96203 -0.49710
H -0.33636 0.31129 -3.28343
H 0.77227 -1.03666 -3.58975
H 1.41452 0.60750 -5.19177
H -0.26465 1.05319 -5.56143
*
```

Atomic charges from the natural (NBO) analysis, expressed in e, are listed below: atom 1 (C): -0.635, atom 2 (C): -0.068, atom 3 (O): -0.522, atom 4 (C): 0.896, atom 5 (O): -0.668, atom 6 (N): -0.456, atom 7 (C): -0.217, atom 8 (C): -0.233, atom 9 (N): -0.463, atom 10 (C): 0.793, atom 11 (O): -0.650, atom 12 (N): -0.661, atom 13 (C): 0.202, atom 14 (C): -0.264, atom 15 (C): -0.228, atom 16 (C): 0.144, atom 17 (N): -0.615, atom 18 (C): 0.796, atom 19 (O): -0.654, atom 20 (N): -0.460, atom 21 (C): -0.217, atom 22 (C): -0.233, atom 23 (N): -0.453, atom 24 (C): 0.895, atom 25 (O): -0.666, atom 26 (O): -0.527, atom 27 (C): -0.067, atom 28 (C): -0.636, atom 29 (C): -0.231, atom 30 (C): -0.232, atom 31 (C): -0.236, atom 32 (C): -0.229, atom 33 (C): -0.225, atom 34 (C): -0.222, atom 35 (H): 0.215, atom 36 (H): 0.207, atom 37 (H): 0.225, atom 38 (H): 0.200, atom 39 (H): 0.187, atom 40 (H): 0.223, atom 41 (H): 0.197, atom 42 (H): 0.191, atom 43 (H): 0.257, atom 44 (H): 0.411, atom 45 (H): 0.227, atom 46 (H): 0.203, atom 47 (H): 0.393, atom 48 (H): 0.207, atom 49 (H): 0.198, atom 50 (H): 0.194, atom 51 (H): 0.251, atom 52 (H): 0.186, atom 53 (H): 0.200, atom 54 (H): 0.225, atom 55 (H): 0.216, atom 56 (H): 0.209, atom 57 (H): 0.202, atom 58 (H): 0.240, atom 59 (H): 0.194, atom 60 (H): 0.251, atom 61 (H): 0.260, atom 62 (H): 0.213, atom 63 (H): 0.201, atom 64 (H): 0.217, atom 65 (H): 0.258, atom 66 (H): 0.185


[2]
Density functional theory data (the ωB97M-V functional and the def2-TZVPD basis) for 4 unconnected molecules or ions with the total composition C25H42ClIN3O13PS at a distorted geometry.

Summary:
Electronic energy, Eh: -3617.60715
LUMO, eV: -0.69
HOMO-LUMO gap, eV: 7.03

```
! RIJCOSX wB97M-V def2-TZVPD def2/J DEFGRID3
* xyz 0 1
C 2.79126 0.34067 2.75519
C 1.77795 -0.50750 1.88128
Cl 1.70179 -2.16464 2.70841
C 2.35054 -0.78232 0.43451
C 1.73951 0.12440 -0.72092
P 1.44655 1.83393 0.05181
O -0.23536 1.99964 0.22939
I 2.06448 3.67954 -1.44429
N 0.53061 -0.57861 -1.26580
C -0.47526 -1.37699 -0.53499
C -1.84051 -0.64452 -0.25751
O -1.94373 -0.47304 1.17079
C -3.10346 -1.49888 -0.70359
N -4.16902 -0.53336 -1.06237
C 0.40020 -0.48476 -2.56669
C -0.64284 -1.05734 -3.53866
C -1.27038 0.09740 -4.43199
N -0.53028 0.16515 -5.72892
S 1.73853 0.46901 -3.31204
C 2.81236 -0.03938 -1.86991
C 4.15881 0.77962 -1.78457
C 3.31498 -1.52777 -2.15744
O 2.82472 -2.18927 -3.09243
O 4.25481 -2.04632 -1.45932
H 3.52713 0.89721 2.11649
H 3.40374 -0.35332 3.38783
H 2.29158 1.09282 3.40750
H 0.73312 -0.12170 1.91412
H 2.09458 -1.84231 0.18139
H 3.46319 -0.66460 0.47266
H -0.55485 2.09159 -0.69369
H -0.11676 -1.77742 0.44385
H -0.72690 -2.28184 -1.14956
H -1.91124 0.34219 -0.78112
H -2.85190 -0.66680 1.45312
H -2.88471 -2.14405 -1.58940
H -3.42785 -2.19729 0.12125
H -4.99890 -0.99758 -1.42856
H -4.42360 -0.05416 -0.19076
H -0.07343 -1.71298 -4.25493
H -1.40251 -1.71928 -3.06367
H -1.05399 1.07048 -3.90789
H -2.36322 -0.00985 -4.59745
H 0.23023 0.84359 -5.63217
H -1.15320 0.54488 -6.44605
H 4.39330 1.17959 -0.77071
H 4.04672 1.66147 -2.47634
H 4.98607 0.17455 -2.22428
C 3.73020 8.35889 0.12138
C 4.74840 7.31720 0.52317
C 4.17653 5.94393 0.74125
O 5.11470 5.37261 1.65486
C 5.65761 6.40688 2.35701
O 6.34362 6.28164 3.31903
O 5.30615 7.60450 1.80950
H 4.15096 9.36131 0.21584
H 3.40612 8.20836 -0.90969
H 2.85167 8.32348 0.76957
H 5.57173 7.30055 -0.19867
H 4.12098 5.35744 -0.17582
H 3.19278 5.95308 1.21972
C 0.33819 -6.10176 -2.46300
C -0.20762 -6.16263 -1.05528
C -0.35391 -7.55442 -0.50790
O -1.39252 -7.38567 0.46003
C -2.15518 -6.34097 0.03864
O -3.20445 -6.03760 0.51150
O -1.56084 -5.68794 -0.99858
H 0.19382 -5.10678 -2.88742
H 1.40268 -6.33849 -2.47781
H -0.18267 -6.80321 -3.11921
H 0.39355 -5.52979 -0.39419
H 0.55794 -7.92159 -0.03883
H -0.69201 -8.28113 -1.25192
C -6.08435 -0.73248 5.26876
C -5.22492 0.27029 4.53526
C -5.85034 1.62775 4.37972
O -5.19629 2.12237 3.20724
C -4.85246 1.03962 2.46745
O -4.44753 1.08772 1.34517
O -5.02867 -0.11113 3.16745
H -5.69169 -1.74185 5.13644
H -6.12127 -0.50570 6.33511
H -7.10508 -0.73792 4.87984
H -4.23888 0.33267 5.00617
H -5.66437 2.27889 5.23259
H -6.92549 1.59199 4.18401
*
```

Atomic charges from the Mulliken analysis, expressed in e, are listed below: atom 1 (C): -1.169, atom 2 (C): 0.538, atom 3 (Cl): -0.219, atom 4 (C): -2.121, atom 5 (C): -0.111, atom 6 (P): 0.168, atom 7 (O): -0.387, atom 8 (I): -0.152, atom 9 (N): 0.867, atom 10 (C): -1.513, atom 11 (C): 1.241, atom 12 (O): -0.460, atom 13 (C): -0.983, atom 14 (N): -0.562, atom 15 (C): 0.392, atom 16 (C): -0.217, atom 17 (C): -0.621, atom 18 (N): -0.600, atom 19 (S): -0.320, atom 20 (C): 1.222, atom 21 (C): -1.134, atom 22 (C): 0.166, atom 23 (O): -0.699, atom 24 (O): -0.722, atom 25 (H): 0.238, atom 26 (H): 0.416, atom 27 (H): 0.308, atom 28 (H): 0.299, atom 29 (H): 0.440, atom 30 (H): 0.703, atom 31 (H): 0.285, atom 32 (H): 0.292, atom 33 (H): 0.386, atom 34 (H): -0.097, atom 35 (H): 0.241, atom 36 (H): 0.384, atom 37 (H): 0.422, atom 38 (H): 0.268, atom 39 (H): 0.397, atom 40 (H): 0.505, atom 41 (H): -0.066, atom 42 (H): 0.356, atom 43 (H): 0.432, atom 44 (H): 0.223, atom 45 (H): 0.258, atom 46 (H): 0.177, atom 47 (H): 0.354, atom 48 (H): 0.385, atom 49 (C): -1.428, atom 50 (C): 0.608, atom 51 (C): -0.245, atom 52 (O): -0.301, atom 53 (C): 0.605, atom 54 (O): -0.535, atom 55 (O): -0.362, atom 56 (H): 0.365, atom 57 (H): 0.370, atom 58 (H): 0.343, atom 59 (H): 0.261, atom 60 (H): -0.030, atom 61 (H): 0.298, atom 62 (C): -1.389, atom 63 (C): 0.602, atom 64 (C): -0.516, atom 65 (O): -0.326, atom 66 (C): 0.656, atom 67 (O): -0.545, atom 68 (O): -0.362, atom 69 (H): 0.243, atom 70 (H): 0.396, atom 71 (H): 0.371, atom 72 (H): 0.236, atom 73 (H): 0.327, atom 74 (H): 0.305, atom 75 (C): -1.459, atom 76 (C): 0.525, atom 77 (C): -0.569, atom 78 (O): -0.325, atom 79 (C): 0.613, atom 80 (O): -0.583, atom 81 (O): -0.357, atom 82 (H): 0.374, atom 83 (H): 0.386, atom 84 (H): 0.348, atom 85 (H): 0.277, atom 86 (H): 0.308, atom 87 (H): 0.307


[3]
Density functional theory data (the ωB97M-V functional and the def2-TZVPD basis) for 2 unconnected molecules or ions with the total composition C3H10N4 at a distorted geometry.

Summary:
Energy above the lowest of the compared OMol25 structures with the same formula, charge and spin, kJ/mol: 109.1
Electronic energy, Eh: -339.28640
LUMO, eV: 0.92
HOMO-LUMO gap, eV: 10.01
SMILES string: [H]/N=C/N.N/C=C/N

```
! RIJCOSX wB97M-V def2-TZVPD def2/J DEFGRID3
* xyz 0 1
H -3.74568 1.09302 1.67501
N -3.36805 0.57867 0.84710
C -2.33111 -0.10247 1.23742
N -1.63131 -0.91219 0.36982
H -1.92790 -0.06175 2.26183
H -0.61622 -0.87039 0.48741
H -1.95430 -0.81814 -0.59501
N 1.86077 -0.19873 1.24396
C 1.76643 -0.34964 -0.17818
C 1.25704 0.55093 -1.05132
N 1.16618 0.32708 -2.45418
H 2.74067 0.25388 1.50203
H 1.89557 -1.10185 1.66208
H 2.22167 -1.28054 -0.57295
H 0.85400 1.49056 -0.72368
H 1.60450 1.09138 -2.96041
H 0.20776 0.31016 -2.75091
*
```

Atomic charges from the natural (NBO) analysis, expressed in e, are listed below: atom 1 (H): 0.336, atom 2 (N): -0.723, atom 3 (C): 0.274, atom 4 (N): -0.825, atom 5 (H): 0.151, atom 6 (H): 0.396, atom 7 (H): 0.385, atom 8 (N): -0.852, atom 9 (C): -0.057, atom 10 (C): -0.055, atom 11 (N): -0.852, atom 12 (H): 0.375, atom 13 (H): 0.363, atom 14 (H): 0.183, atom 15 (H): 0.172, atom 16 (H): 0.363, atom 17 (H): 0.364


[4]
Density functional theory data (the ωB97M-V functional and the def2-TZVPD basis) for a molecular structure, C34H58N13O2Re at a distorted geometry.

Summary:
Energy above the lowest of the compared OMol25 structures with the same formula, charge and spin, kJ/mol: 107.9
Electronic energy, Eh: -2270.06199
LUMO (spin up / spin down), eV: -8.86 / -10.06
HOMO-LUMO gap (spin up / spin down), eV: 6.41 / 5.21

```
! RIJCOSX wB97M-V def2-TZVPD def2/J DEFGRID3
* xyz 3 4
Re -0.20248 -0.40038 0.20875
C 1.20484 -5.00180 2.32630
N 0.55439 -3.69201 2.21644
C -0.88950 -3.83273 2.22149
C 1.27658 -2.56409 2.37945
N 1.01562 -1.35302 1.82322
C 1.82638 -0.23127 2.35458
C 2.72222 0.22884 1.23832
N 1.89392 0.61051 0.05978
C 1.84598 2.09875 0.00855
C 0.72965 2.62244 -0.85773
N -0.53336 2.30109 -0.24432
C -1.16376 3.31063 0.31274
N -2.44008 3.16705 0.73403
C -3.02873 3.98676 1.78889
C -3.32508 2.15919 0.19898
N -0.62727 4.57094 0.43829
C 0.59846 4.87134 1.15501
C -1.34249 5.72718 -0.09152
C 2.56151 0.07499 -1.15434
C 2.20827 -1.38802 -1.25156
N 0.73872 -1.51271 -1.33498
C 0.26556 -2.23675 -2.38150
N -0.81794 -3.01213 -2.21498
C -1.05036 -3.73884 -0.97113
C -1.67114 -3.41914 -3.32959
N 0.86629 -2.22530 -3.58748
C 1.46753 -1.03895 -4.18003
C 1.01904 -3.44129 -4.39066
N 2.39150 -2.73759 3.16272
C 2.27089 -3.33722 4.48830
C 3.75540 -2.58065 2.68533
H 0.77462 -5.65081 1.56441
H 1.02259 -5.45578 3.30075
H 2.27261 -4.92532 2.15398
H -1.19538 -4.31558 3.15337
H -1.21002 -4.47682 1.40087
H -1.37157 -2.87865 2.17494
H 2.40571 -0.50586 3.22842
H 1.17337 0.58051 2.66389
H 3.37320 -0.58132 0.92864
H 3.36001 1.06642 1.52585
H 2.82447 2.46540 -0.31832
H 1.69036 2.43389 1.03679
H 0.78680 2.14942 -1.84651
H 0.88090 3.69182 -1.02919
H -3.75476 4.69243 1.38204
H -2.25844 4.52845 2.32700
H -3.54400 3.33089 2.49207
H -2.91488 1.79150 -0.73734
H -4.30383 2.60228 0.00750
H -3.46387 1.33374 0.90568
H 0.86660 4.05526 1.82668
H 0.42619 5.74569 1.78591
H 1.44006 5.10218 0.49489
H -2.20443 5.40153 -0.66870
H -0.68167 6.29002 -0.75317
H -1.68109 6.39887 0.70108
H 3.64102 0.23935 -1.09386
H 2.19042 0.62107 -2.01584
H 2.52641 -1.90580 -0.34303
H 2.70901 -1.87786 -2.08498
H -0.80603 -4.79555 -1.10596
H -2.10011 -3.67135 -0.68236
H -0.42491 -3.32674 -0.18265
H -1.43445 -4.42272 -3.68352
H -1.57494 -2.71468 -4.15095
H -2.70251 -3.42109 -2.97984
H 1.18911 -0.15593 -3.61884
H 1.09352 -0.93104 -5.19900
H 2.55566 -1.11407 -4.22605
H 0.73198 -4.31483 -3.81410
H 2.07202 -3.54037 -4.65671
H 0.43379 -3.39529 -5.30936
H 1.22467 -3.49838 4.73597
H 2.69109 -2.65227 5.22658
H 2.80815 -4.28505 4.55445
H 3.76793 -2.20556 1.66899
H 4.25726 -3.55133 2.68401
H 4.33050 -1.90670 3.32445
O -0.45947 2.60911 3.55533
C -0.98105 1.73507 4.44791
C -0.97102 2.11148 5.78691
C -1.51989 1.27931 6.73962
C -2.10020 0.05481 6.38698
C -2.11706 -0.32173 5.06801
C -1.54646 0.50254 4.07657
C -1.54446 0.06494 2.70141
O -0.79837 0.71310 1.82850
N -2.29324 -0.93422 2.28038
N -2.05658 -1.04480 0.93673
C -3.01399 -1.33779 0.13259
C -2.79358 -0.90928 -1.23995
C -3.75897 -0.97742 -2.22537
C -3.53221 -0.31874 -3.42755
C -2.34972 0.38510 -3.59316
C -1.42438 0.40190 -2.56164
N -1.63358 -0.23002 -1.40661
H -0.55608 2.23365 2.66231
H -0.54104 3.06701 6.05246
H -1.50774 1.58648 7.77687
H -2.53902 -0.57830 7.14419
H -2.57335 -1.25412 4.76517
H -3.97656 -1.66317 0.51327
H -4.68211 -1.50771 -2.03516
H -4.27714 -0.33656 -4.21146
H -2.14615 0.93513 -4.50079
H -0.50204 0.95340 -2.64717
*
```

Here are the Mulliken charges for atoms 1 to 99, given in e: atom 1 (Re): 1.405, atom 2 (C): -1.160, atom 3 (N): 0.691, atom 4 (C): -0.839, atom 5 (C): -0.725, atom 6 (N): -0.164, atom 7 (C): -0.199, atom 8 (C): -1.150, atom 9 (N): 0.374, atom 10 (C): -1.424, atom 11 (C): -1.722, atom 12 (N): -0.002, atom 13 (C): -0.210, atom 14 (N): 0.452, atom 15 (C): -1.202, atom 16 (C): -1.184, atom 17 (N): 0.455, atom 18 (C): -0.968, atom 19 (C): -1.203, atom 20 (C): -1.219, atom 21 (C): -0.705, atom 22 (N): 0.016, atom 23 (C): -0.110, atom 24 (N): 0.716, atom 25 (C): -0.962, atom 26 (C): -1.354, atom 27 (N): 0.307, atom 28 (C): -0.918, atom 29 (C): -1.168, atom 30 (N): 0.462, atom 31 (C): -1.235, atom 32 (C): -0.934, atom 33 (H): 0.371, atom 34 (H): 0.428, atom 35 (H): 0.314, atom 36 (H): 0.377, atom 37 (H): 0.314, atom 38 (H): 0.220, atom 39 (H): 1.092, atom 40 (H): -0.549, atom 41 (H): 0.230, atom 42 (H): 0.452, atom 43 (H): 0.410, atom 44 (H): 0.662, atom 45 (H): 0.607, atom 46 (H): 0.705, atom 47 (H): 0.310, atom 48 (H): 0.376, atom 49 (H): 0.431, atom 50 (H): 0.327, atom 51 (H): 0.563, atom 52 (H): 0.158, atom 53 (H): 0.323, atom 54 (H): 0.367, atom 55 (H): 0.287, atom 56 (H): 0.333, atom 57 (H): 0.406, atom 58 (H): 0.375, atom 59 (H): 0.406, atom 60 (H): 0.460, atom 61 (H): -0.125, atom 62 (H): 1.122, atom 63 (H): 0.580, atom 64 (H): 0.487, atom 65 (H): -0.165, atom 66 (H): 0.431, atom 67 (H): 0.380, atom 68 (H): 0.485, atom 69 (H): 0.256, atom 70 (H): 0.371, atom 71 (H): 0.305, atom 72 (H): 0.370, atom 73 (H): 0.405, atom 74 (H): 0.377, atom 75 (H): 0.345, atom 76 (H): 0.393, atom 77 (H): 0.399, atom 78 (H): 0.288, atom 79 (H): 0.440, atom 80 (H): 0.308, atom 81 (O): -0.578, atom 82 (C): 0.259, atom 83 (C): -0.806, atom 84 (C): -0.481, atom 85 (C): -0.966, atom 86 (C): -1.219, atom 87 (C): 0.516, atom 88 (C): 1.319, atom 89 (O): 0.739, atom 90 (N): -1.730, atom 91 (N): 1.819, atom 92 (C): -1.910, atom 93 (C): 2.013, atom 94 (C): -1.311, atom 95 (C): -0.887, atom 96 (C): -1.255, atom 97 (C): 0.442, atom 98 (N): 0.428, atom 99 (H): -0.069